Computed, not measured: 3 unconnected molecules or ions with the total composition C12H28ClNO16P2S2, with ωB97M-V/def2-TZVPD.

Cartesian coordinates (Å):
O (5.5931, 5.1107, 4.6808)
N (4.4795, 5.2483, 4.3859)
O (4.3307, 6.1773, 3.3097)
C (4.2370, 5.5429, 2.0658)
C (2.8958, 4.8817, 1.6610)
C (2.2811, 3.9233, 2.7131)
C (3.0552, 2.6071, 2.9491)
C (2.8046, 1.6072, 1.7725)
S (4.2874, 0.7354, 1.2638)
O (5.3786, 1.6248, 0.9972)
O (3.9486, -0.0121, 0.0941)
Cl (4.7994, -0.6120, 2.7274)
C (5.4794, 4.7521, 1.5871)
O (5.4774, 4.7667, 0.1502)
S (4.8200, 6.1831, -0.3072)
O (3.6708, 5.9813, -1.1042)
O (5.7779, 7.0552, -0.8580)
O (4.3003, 6.6788, 1.1544)
H (2.1721, 5.6932, 1.5231)
H (3.0353, 4.3125, 0.7353)
H (1.2861, 3.6410, 2.3313)
H (2.0949, 4.4035, 3.6825)
H (2.5957, 2.1335, 3.8288)
H (4.1196, 2.7327, 3.1762)
H (2.3577, 2.1743, 0.9455)
H (2.0560, 0.8616, 2.0646)
H (5.7087, 3.8030, 2.0684)
H (6.3250, 5.4311, 1.8065)
C (-3.4917, -1.1064, 0.1939)
O (-2.7413, -0.6379, -0.9379)
P (-1.1892, -0.1189, -0.6359)
O (-1.4648, 0.9622, 0.3622)
O (-1.0437, 0.4369, -2.1512)
C (-1.9625, 1.4178, -2.6211)
O (0.4581, -0.1938, -0.4522)
C (1.2399, -0.9189, -1.4252)
H (-4.2797, -1.7649, -0.1680)
H (-2.8593, -1.6630, 0.8825)
H (-3.9441, -0.2593, 0.7085)
H (-2.3389, 2.0383, -1.8075)
H (-2.7942, 0.9310, -3.1308)
H (-1.4375, 2.0517, -3.3345)
H (1.4836, -0.2608, -2.2583)
H (0.7129, -1.7991, -1.7916)
H (2.1629, -1.2316, -0.9449)
C (-6.7381, -6.8951, 0.0988)
O (-6.2755, -6.6911, -1.2436)
P (-4.7352, -6.0682, -1.4133)
O (-4.8917, -4.7919, -0.6523)
O (-4.9768, -5.8957, -3.0079)
C (-6.0654, -5.0980, -3.4643)
O (-3.0867, -6.0112, -1.6391)
C (-2.4941, -6.9156, -2.5899)
H (-7.5304, -7.6418, 0.0739)
H (-5.9379, -7.2520, 0.7448)
H (-7.1404, -5.9624, 0.4920)
H (-6.3141, -4.3120, -2.7511)
H (-6.9373, -5.7281, -3.6401)
H (-5.7698, -4.6389, -4.4065)
H (-2.5304, -6.4719, -3.5842)
H (-3.0017, -7.8788, -2.5987)
H (-1.4530, -7.0685, -2.3110)

Multiplicity: 1
Gap between HOMO and LUMO: 8.539 eV
Total charge: 0
Highest occupied orbital energy: -9.8843 eV
LUMO: -1.346 eV

Atomic partial charges in e from the Mulliken method, atoms 1 to 6: atom 1 (O): -0.30, atom 2 (N): 0.27, atom 3 (O): -0.31, atom 4 (C): 0.99, atom 5 (C): -0.51, atom 6 (C): -1.41



Computed, not measured: 6 unconnected molecules or ions with the total composition C12H28F3NO12S2, with ωB97M-V/def2-TZVPD.

Cartesian coordinates (Å):
N (-1.3476, -0.0735, -1.1942)
H (-2.0222, -0.8090, -0.8693)
H (-0.9167, 0.2448, -0.3335)
H (-1.8188, 0.7659, -1.6570)
H (-0.6392, -0.4775, -1.7886)
C (-4.3470, -1.5245, 0.5643)
O (-4.9281, -0.4032, 0.3713)
O (-4.6512, -2.2686, 1.5697)
O (-3.4622, -1.9542, -0.3146)
C (-2.5374, 3.0299, -2.3117)
O (-2.8107, 1.7369, -2.6625)
H (-2.8839, 3.7876, -3.0502)
H (-2.9577, 3.3307, -1.3240)
H (-1.4367, 3.1678, -2.1632)
O (-1.2489, 3.7757, 2.1293)
S (-0.4181, 3.2886, 1.0680)
O (-0.5840, 2.0162, 0.4338)
O (-0.4307, 4.4321, -0.0689)
C (-0.3660, 5.7981, 0.3316)
C (-0.5412, 6.5938, -0.9459)
C (1.3379, 3.4217, 1.5357)
H (0.5802, 6.0888, 0.7961)
H (-1.1911, 6.0146, 1.0099)
H (-1.3814, 6.1850, -1.5110)
H (0.3068, 6.5036, -1.6271)
H (-0.7329, 7.6525, -0.7674)
H (1.5681, 2.6819, 2.2961)
H (1.5376, 4.4648, 1.7476)
H (1.8104, 3.1087, 0.6046)
O (-1.0002, -3.4249, 0.4114)
S (-0.4656, -3.5664, -0.8986)
O (0.0795, -2.4530, -1.6229)
O (0.7668, -4.5966, -0.6077)
C (1.7186, -4.8381, -1.6704)
C (2.8820, -3.8709, -1.5345)
C (-1.5113, -4.5939, -1.9372)
H (1.2496, -4.7652, -2.6496)
H (2.0458, -5.8543, -1.4516)
H (3.5036, -3.9313, -0.6414)
H (2.5129, -2.8463, -1.6026)
H (3.5801, -3.9584, -2.3744)
H (-1.5636, -5.5391, -1.4051)
H (-0.9660, -4.7721, -2.8622)
H (-2.4177, -3.9956, -2.0446)
C (4.0169, -1.2432, 1.6939)
C (2.8424, -2.1542, 1.9797)
O (1.8286, -1.4838, 2.6914)
C (0.7640, -0.9507, 2.0770)
O (0.7330, -0.6262, 0.9325)
C (-0.3801, -0.6422, 3.0736)
F (-1.5243, -1.0465, 2.5690)
F (-0.2032, -1.3316, 4.2183)
F (-0.4429, 0.6690, 3.3262)
H (4.8366, -1.8648, 1.3276)
H (4.3547, -0.7351, 2.5957)
H (3.6842, -0.5392, 0.9312)
H (3.1656, -3.0360, 2.5402)
H (2.4230, -2.5885, 1.0662)

Multiplicity: 1
Gap between HOMO and LUMO: 1.678 eV
Total charge: -2
Highest occupied orbital energy: 2.0088 eV
LUMO: 3.687 eV

Atomic partial charges in e from the Mulliken method, atoms 1 to 6: atom 1 (N): 0.33, atom 2 (H): 0.05, atom 3 (H): 0.15, atom 4 (H): 0.31, atom 5 (H): 0.30, atom 6 (C): 0.44



Computed, not measured: a molecular structure, C12H28InN4O4, with ωB97M-V/def2-TZVPD.

Cartesian coordinates (Å):
In (12.2593, -5.5026, -11.0779)
C (8.7420, -6.1901, -7.5759)
C (9.1675, -4.9252, -8.3467)
O (10.1275, -4.8746, -9.0814)
N (8.4826, -3.8510, -8.0208)
C (8.7824, -2.5286, -8.4240)
H (8.9120, -6.0118, -6.5141)
H (9.4041, -6.9895, -7.9086)
H (7.7119, -6.4063, -7.8591)
H (7.7011, -3.9922, -7.3966)
H (8.5442, -1.7757, -7.6727)
H (8.3185, -2.1961, -9.3526)
H (9.8578, -2.4742, -8.5938)
C (12.9791, -3.2691, -15.8712)
C (13.1336, -4.4816, -14.9847)
O (12.8740, -4.4306, -13.7930)
N (13.5103, -5.6154, -15.4961)
C (14.2309, -5.8089, -16.7866)
H (12.1034, -2.7078, -15.5452)
H (12.9765, -3.4848, -16.9396)
H (13.8871, -2.6761, -15.7613)
H (13.5944, -6.3970, -14.8620)
H (14.9568, -5.0044, -16.9055)
H (13.5140, -5.7674, -17.6066)
H (14.6987, -6.7929, -16.8175)
C (11.3298, -8.8022, -14.9883)
C (10.8363, -7.4240, -14.5178)
O (11.0357, -6.8687, -13.4382)
N (10.1127, -6.7894, -15.4359)
C (9.4198, -5.5064, -15.3231)
H (12.4062, -8.9031, -14.8489)
H (11.3239, -8.7641, -16.0776)
H (10.8392, -9.6220, -14.4637)
H (9.9524, -7.3304, -16.2736)
H (8.9701, -5.2095, -16.2706)
H (10.0820, -4.6650, -15.1190)
H (8.6504, -5.6003, -14.5567)
C (9.6632, -1.6851, -13.0704)
C (9.2306, -3.0476, -12.5632)
O (10.0963, -3.8265, -12.1498)
N (7.9227, -3.3383, -12.5184)
C (7.3490, -4.5707, -12.0185)
H (9.1294, -1.4893, -14.0003)
H (10.7331, -1.8172, -13.2319)
H (9.3547, -1.0502, -12.2398)
H (7.3203, -2.6564, -12.9567)
H (8.1198, -5.3350, -12.1184)
H (6.4854, -4.8750, -12.6098)
H (6.9953, -4.4326, -10.9968)

Multiplicity: 2
Gap between HOMO and LUMO (alpha / beta): 9.845 / 3.861 eV
Total charge: +2
Highest occupied orbital energy (alpha / beta): -15.2292 / -15.0599 eV
LUMO (alpha / beta): -5.384 / -11.198 eV

Atomic partial charges in e from the Mulliken method, atoms 1 to 6: atom 1 (In): 1.11, atom 2 (C): -1.27, atom 3 (C): 0.63, atom 4 (O): -0.59, atom 5 (N): -0.12, atom 6 (C): -0.84



Computed, not measured: a molecular structure, C12H28N4O4Sn, with ωB97M-V/def2-TZVPD.

Cartesian coordinates (Å):
Sn (0.5203, 1.2152, -1.1611)
C (-1.1759, 0.4058, 3.6526)
C (-0.2822, 1.0479, 2.6227)
O (-0.3481, 0.6434, 1.4408)
N (0.6449, 1.9174, 3.0273)
C (0.9826, 2.2418, 4.4072)
H (-1.6942, 1.1668, 4.2338)
H (-0.5490, -0.2259, 4.2834)
H (-1.8941, -0.2235, 3.1379)
H (1.1736, 2.3585, 2.2925)
H (0.9729, 1.3223, 4.9861)
H (0.3350, 2.9916, 4.8643)
H (1.9723, 2.6901, 4.4533)
C (3.6107, -2.0392, -0.1647)
C (2.1942, -2.0044, 0.3383)
O (1.3654, -1.2071, -0.1487)
N (1.8069, -2.9244, 1.2065)
C (0.4550, -3.1330, 1.7255)
H (3.5109, -2.5270, -1.1400)
H (4.2278, -2.7554, 0.3776)
H (4.0757, -1.0651, -0.2481)
H (2.4439, -3.6543, 1.4857)
H (0.5213, -3.3732, 2.7865)
H (0.0604, -4.0110, 1.2164)
H (-0.1469, -2.2349, 1.6406)
C (-0.4178, -0.8374, -5.5217)
C (0.7240, -0.8888, -4.5299)
O (0.7232, -0.1670, -3.5163)
N (1.7426, -1.6836, -4.8565)
C (2.8141, -1.9870, -3.9246)
H (-1.1064, -0.0579, -5.2075)
H (-0.9197, -1.8019, -5.5540)
H (-0.0520, -0.5240, -6.4993)
H (1.6374, -2.1622, -5.7364)
H (2.5428, -2.9247, -3.4328)
H (2.9544, -1.1841, -3.2113)
H (3.7670, -2.1683, -4.4177)
C (-3.0592, 4.3766, 0.4620)
C (-2.7632, 2.9357, 0.1243)
O (-1.7649, 2.6384, -0.5606)
N (-3.6570, 2.0450, 0.5484)
C (-3.5249, 0.5969, 0.5027)
H (-4.1177, 4.5209, 0.6778)
H (-2.8390, 5.0013, -0.3996)
H (-2.4893, 4.6764, 1.3397)
H (-4.4462, 2.3401, 1.1002)
H (-2.5111, 0.3015, 0.2507)
H (-4.1225, 0.2377, -0.3426)
H (-3.8980, 0.0941, 1.3887)

Multiplicity: 1
ΔE to the lowest compared entry with this formula, charge and spin: 0.0 kJ/mol
Gap between HOMO and LUMO: 7.475 eV
Total charge: +2
Highest occupied orbital energy: -15.5021 eV
LUMO: -8.027 eV

Atomic partial charges in e from the Mulliken method, atoms 1 to 6: atom 1 (Sn): 1.55, atom 2 (C): -1.37, atom 3 (C): 0.51, atom 4 (O): -0.17, atom 5 (N): -0.12, atom 6 (C): -0.93



Number 1: electronic energy -99912.95432 eV. Number 2: electronic energy -68776.64075 eV. Number 3: electronic energy -32207.13036 eV. Number 4: electronic energy -32867.38213 eV.